(1)
Below is C6H6O2S in the gas phase at a distorted geometry, with properties calculated with the ωB97M-V functional and the def2-TZVPD basis.

XYZ file:
```
15
Properties=species:S:1:pos:R:3
C 0.5478 -0.6175 -1.2631
C -0.3316 0.4634 -1.3481
C 1.4042 -1.1207 -0.2199
C 0.9406 -0.9361 1.2316
C 0.0550 0.1644 1.4085
C -0.3214 1.5651 -0.5297
O 2.4644 -1.6892 -0.4174
O -1.3712 2.5127 -0.7728
S 0.5820 1.8170 0.9298
H 0.4997 -1.1656 -2.2065
H -1.0360 0.6029 -2.1530
H 0.3397 -1.8740 1.3800
H 1.9683 -0.8030 1.8848
H -0.9522 0.0484 1.0443
H -1.3290 3.3417 -0.1237
```

Relative energy (zero: lowest compared OMol25 entry of this formula, charge and spin)   336.72 kJ/mol
Gap between HOMO and LUMO (spin up / spin down)   7.40 / 7.18 eV
LUMO (spin up / spin down)   -0.627 / -1.123 eV

(2)
Below is 2 unconnected molecules or ions with the total composition C25H32FIN3O5PS at a distorted geometry, with properties calculated with the ωB97M-V functional and the def2-TZVPD basis.

XYZ file:
```
69
Properties=species:S:1:pos:R:3
C 1.3139 -4.0002 5.5636
C 1.1400 -2.8196 5.5557
C 0.9470 -1.4517 5.1776
C -0.3727 -1.0955 5.0011
C -0.7143 0.1724 4.5843
C 0.2940 1.0859 4.3484
C 1.6308 0.7657 4.5320
C 2.6318 1.8438 4.2278
C 3.0182 1.8944 2.7336
C 3.8320 3.1373 2.4618
F 3.0198 4.2220 2.1782
C 1.9862 -0.5273 4.9709
P 3.7199 -0.9545 5.2049
N 3.9983 -2.3050 5.8924
O 4.3611 0.2575 6.0375
O 4.3861 -0.8683 3.7159
S -0.2187 2.6961 3.7912
C -1.5485 2.1985 2.7268
C -1.7926 2.8227 1.5176
C -2.8421 2.3811 0.7488
C -3.6310 1.3236 1.1575
C -4.7663 0.8263 0.2986
C -4.3842 0.7110 -1.1567
O -3.3042 0.4652 -1.5671
I -6.0293 0.9748 -2.5707
C -3.3873 0.7120 2.3700
C -2.3325 1.1575 3.1520
N -2.0598 0.5334 4.3961
H 1.2050 -5.0465 5.6774
H -1.1590 -1.8147 5.1715
H 2.2232 2.8221 4.4602
H 3.5411 1.7574 4.8059
H 3.6466 1.0501 2.4763
H 2.1047 1.9135 2.1456
H 4.4515 3.3982 3.3183
H 4.4988 2.9847 1.6158
H 4.5287 -2.9462 5.3204
H 5.2826 0.3277 5.7445
H 3.8655 -1.4625 3.1599
H -1.1725 3.6401 1.1890
H -3.0641 2.8519 -0.1969
H -5.6677 1.4221 0.4066
H -5.0279 -0.1891 0.5933
H -3.9938 -0.1045 2.7348
H -2.6241 -0.2989 4.5013
C 1.5068 -2.6470 -7.3137
O 0.1041 -2.4904 -7.4092
C -0.6230 -3.2161 -6.4233
C -1.3788 -2.2649 -5.5216
N -0.4595 -1.5081 -4.6810
C -1.0928 -0.4262 -3.9283
C -1.6508 0.7498 -4.7189
O -0.6625 1.5251 -5.3749
C -0.3351 1.1057 -6.6865
H 1.9558 -2.0969 -8.1390
H 1.8930 -2.2429 -6.3718
H 1.7916 -3.7001 -7.3993
H 0.0382 -3.8620 -5.8393
H -1.3398 -3.8551 -6.9482
H -2.0564 -2.8384 -4.8826
H -1.9843 -1.6093 -6.1627
H 0.2647 -1.1142 -5.2681
H -0.3391 -0.0339 -3.2405
H -1.8905 -0.8467 -3.3120
H -2.1293 1.4190 -3.9989
H -2.4337 0.4455 -5.4239
H -1.1961 0.6722 -7.2019
H 0.4885 0.3859 -6.6863
H -0.0054 1.9843 -7.2418
```

Gap between HOMO and LUMO   8.41 eV
LUMO   0.180 eV

(3)
Below is C4H8N4 in the gas phase at a distorted geometry, with properties calculated with the ωB97M-V functional and the def2-TZVPD basis.

XYZ file:
```
16
Properties=species:S:1:pos:R:3
C -1.3570 1.3837 -0.6516
N -1.3480 0.3284 0.3382
C -0.3484 -0.6196 0.4667
C 0.1976 -1.1225 -0.9963
C 1.2532 0.0363 0.6477
N -0.5022 -1.5251 1.4176
N 1.1149 -1.6453 -1.5701
N 1.3635 1.2689 0.7699
H -1.8082 0.5084 1.2180
H 0.2950 -2.1473 1.5112
H 1.0362 -2.3106 -2.3347
H 2.2538 1.5842 1.1547
H 1.9921 -0.7532 0.8274
H -1.1359 0.9941 -1.6475
H -0.6509 2.1974 -0.4616
H -2.3558 1.8222 -0.6894
```

Relative energy (zero: lowest compared OMol25 entry of this formula, charge and spin)   498.24 kJ/mol
Gap between HOMO and LUMO (spin up / spin down)   7.66 / 7.66 eV
LUMO (spin up / spin down)   -0.095 / -0.097 eV